Record 1
Formula: C31H65GaNO9S6
Source: the OMol25 dataset
Level of theory: ωB97M-V/def2-TZVPD

XYZ file:
```
113
Properties=species:S:1:pos:R:3:forces:R:3
C 6.923 -3.108 3.325 -0.603 0.967 0.143
C 6.701 -1.975 4.417 0.131 -1.534 -0.554
O 7.481 -0.855 4.016 -0.455 0.292 0.207
C 6.660 0.246 3.601 -0.562 0.882 0.377
C 7.417 1.303 2.738 0.677 -0.442 -0.331
C 8.248 0.698 1.540 -0.113 -0.445 0.546
C 7.517 -0.429 0.733 0.180 0.514 -1.068
C 6.369 0.082 -0.230 0.276 -0.425 -0.064
Ga 4.453 -0.101 0.552 0.696 0.348 -0.541
C 3.822 1.772 1.141 -0.620 0.504 0.674
C 2.680 1.810 2.245 -0.208 -0.184 -0.764
C 2.033 0.421 2.588 -0.774 1.511 1.489
S 0.877 -0.206 1.274 -0.390 -0.566 -0.162
C -0.798 0.492 1.675 0.797 0.267 0.187
S -0.997 2.127 1.490 -0.098 -1.102 0.555
N -1.764 -0.467 2.108 0.198 1.413 -0.428
C -2.347 -1.273 1.037 0.400 -2.218 -0.785
C -2.343 -2.835 1.398 -0.145 0.950 -0.034
C -2.704 0.000 3.126 -0.495 0.957 0.596
C -3.903 0.889 2.647 -0.765 0.265 0.647
H 6.237 -2.880 2.468 0.507 -0.424 0.689
H 6.720 -4.128 3.731 0.241 0.745 -0.378
H 7.959 -2.979 2.938 -0.623 -0.418 0.439
H 5.609 -1.740 4.507 0.868 -0.003 -0.131
H 7.026 -2.391 5.410 0.004 0.712 -0.682
H 6.321 0.781 4.538 0.070 -0.401 -0.761
H 5.751 -0.160 3.095 0.724 0.463 0.084
H 6.709 2.066 2.329 0.270 -0.754 0.542
H 8.145 1.838 3.400 -0.595 -0.273 -0.423
H 8.557 1.532 0.855 -0.361 -0.689 0.459
H 9.199 0.284 1.971 -0.782 0.242 -0.330
H 7.085 -1.224 1.380 0.553 0.660 -0.193
H 8.303 -0.920 0.091 -0.511 0.307 0.672
H 6.395 -0.577 -1.143 -0.119 0.607 0.731
H 6.561 1.122 -0.606 0.008 -0.718 0.376
H 4.458 -1.199 1.756 0.063 0.019 0.020
H 3.522 -0.660 -0.631 -0.257 -0.008 0.041
H 3.417 2.285 0.229 0.457 -0.387 0.642
H 4.667 2.406 1.523 -0.586 -0.546 -0.464
H 3.043 2.262 3.200 -0.172 -0.403 -0.566
H 1.842 2.458 1.868 0.669 -0.485 0.592
H 1.385 0.584 3.497 0.431 -0.242 -0.795
H 2.773 -0.356 2.901 -0.673 0.393 -0.924
H -3.398 -1.025 0.762 0.757 0.433 0.428
H -1.745 -1.181 0.098 -0.403 0.269 0.882
H -1.629 -3.365 0.726 -0.641 0.212 0.593
H -3.388 -3.222 1.283 1.004 0.016 0.116
H -1.998 -2.942 2.453 -0.313 -0.087 -0.788
H -3.092 -0.870 3.722 0.329 0.503 -0.823
H -2.116 0.610 3.863 -0.409 -0.568 -0.649
H -4.476 0.502 1.768 0.818 0.267 0.815
H -4.639 0.926 3.503 0.534 -0.130 -0.731
H -3.632 1.958 2.457 0.054 -1.100 0.003
C -9.233 -1.287 0.222 0.003 -0.101 0.044
C -9.497 -0.899 1.680 -0.137 0.005 -0.014
C -8.160 -0.465 2.288 -0.345 -0.206 0.361
S -7.175 0.167 0.932 -0.142 0.291 -0.073
O -6.040 -0.704 0.744 -0.135 0.154 -0.061
O -7.033 1.597 1.072 0.275 -0.294 -0.029
C -8.367 -0.172 -0.353 -0.319 -0.232 -0.266
H -10.161 -1.403 -0.341 0.050 -0.003 0.009
H -8.694 -2.237 0.184 -0.010 0.048 -0.043
H -10.204 -0.065 1.712 0.043 -0.030 -0.011
H -9.937 -1.722 2.244 0.028 0.053 -0.006
H -8.291 0.318 3.033 0.206 0.012 -0.061
H -7.627 -1.308 2.726 0.093 0.082 -0.084
H -7.852 -0.456 -1.269 0.133 0.107 0.087
H -8.949 0.736 -0.515 0.094 0.014 0.037
C 0.600 -1.051 -5.328 0.184 0.105 0.639
C 0.404 -0.640 -3.863 0.093 -0.063 -0.034
C 1.443 -1.393 -3.026 -0.515 0.241 0.290
S 2.833 -1.691 -4.111 0.236 0.431 0.470
O 2.960 -3.117 -4.323 0.160 0.075 -0.100
O 3.946 -0.875 -3.695 0.008 -0.497 -0.341
C 2.105 -0.968 -5.573 -0.469 0.139 -0.210
H 0.052 -0.411 -6.000 0.019 0.067 0.124
H 0.248 -2.077 -5.474 0.021 0.047 -0.050
H 0.562 0.438 -3.763 0.005 -0.053 -0.004
H -0.609 -0.855 -3.518 0.046 0.025 0.004
H 1.779 -0.807 -2.169 0.240 -0.207 0.017
H 1.065 -2.358 -2.690 0.148 -0.016 -0.047
H 2.429 -1.515 -6.453 0.246 -0.031 0.076
H 2.438 0.069 -5.632 0.049 -0.063 0.042
C -3.525 5.060 4.506 0.055 0.111 -0.039
C -2.523 5.038 5.664 0.102 -0.074 -0.075
C -3.314 5.249 6.959 0.509 0.166 0.053
S -4.960 4.610 6.650 0.087 -0.261 -0.146
O -5.897 5.708 6.695 -0.032 -0.209 0.189
O -5.157 3.404 7.422 -0.253 0.316 0.057
C -4.682 4.170 4.942 0.123 0.001 -0.404
H -3.077 4.707 3.577 -0.035 -0.010 0.041
H -3.880 6.082 4.345 -0.024 -0.055 -0.016
H -2.022 4.066 5.693 -0.033 0.043 -0.020
H -1.752 5.799 5.546 -0.027 -0.050 0.028
H -2.872 4.711 7.796 -0.193 0.031 0.047
H -3.406 6.307 7.205 -0.138 -0.065 0.005
H -5.590 4.332 4.365 -0.066 -0.047 0.161
H -4.399 3.116 4.912 -0.052 0.029 0.048
C 0.021 -2.931 -10.903 0.089 0.004 -0.076
C 0.941 -3.489 -9.814 -0.039 -0.140 -0.022
C 1.356 -2.318 -8.919 0.317 -0.382 -0.051
S 0.024 -1.121 -9.007 -0.239 -0.112 0.085
O 0.516 0.074 -9.650 -0.125 -0.050 0.255
O -0.669 -1.076 -7.738 -0.078 0.186 -1.026
C -0.971 -2.028 -10.182 -0.155 -0.236 -0.366
H -0.486 -3.726 -11.451 0.013 0.048 0.011
H 0.607 -2.347 -11.618 -0.063 -0.003 0.012
H 0.397 -4.230 -9.222 0.022 0.045 -0.019
H 1.813 -3.987 -10.239 -0.026 0.027 0.057
H 1.490 -2.631 -7.887 -0.042 0.124 0.026
H 2.264 -1.838 -9.284 -0.101 0.109 0.045
H -1.482 -1.333 -10.846 0.022 0.109 0.158
H -1.699 -2.613 -9.618 0.034 0.078 0.043
```
Forces are in eV/Å.

Values from the calculation:
* E_HOMO: -4.294 eV
* total charge: -1
* orbital gap: 5.85 eV



Record 2
Formula: C5H4F6
Source: the OMol25 dataset
Level of theory: ωB97M-V/def2-TZVPD

XYZ file:
```
15
Properties=species:S:1:pos:R:3:forces:R:3
C 1.481 0.743 -1.382 -0.795 0.497 0.655
C -0.308 -0.150 0.103 1.070 0.718 -0.844
C 0.134 0.053 -1.356 -0.169 0.034 1.412
C -0.318 -1.443 0.872 -1.104 -0.070 -0.706
C -0.728 1.004 0.935 -1.285 -0.851 0.466
F 2.486 -0.070 -1.084 0.316 0.215 -0.051
F -0.722 0.740 -2.163 -0.174 0.386 0.607
F 0.200 -1.178 -1.853 0.574 -1.134 -0.817
F -0.505 2.252 0.578 0.398 0.294 -0.846
F -2.091 0.830 0.949 -0.183 0.632 0.612
F -0.295 0.908 2.209 -0.050 -0.018 -0.015
H 1.590 1.831 -1.122 0.011 -1.337 -0.268
H -0.724 -2.325 0.379 -0.657 0.434 -0.579
H -0.813 -1.344 1.832 -0.237 0.253 -0.046
H 0.612 -1.852 1.103 2.285 -0.053 0.421
```
Forces are in eV/Å.

Values from the calculation:
* E_HOMO (spin up / spin down): -9.387 / -9.446 eV
* orbital gap (spin up / spin down): 8.52 / 9.03 eV



Record 3
Formula: C20H46LaP4Se
Source: the OMol25 dataset
Level of theory: ωB97M-V/def2-TZVPD

XYZ file:
```
72
Properties=species:S:1:pos:R:3:forces:R:3
La -0.099 -0.101 0.638 -0.077 -0.250 1.898
P 0.313 2.439 2.387 0.173 1.331 0.874
P -2.737 0.990 0.578 -1.561 0.568 -0.754
P 2.770 0.208 0.572 1.766 0.075 -0.833
H -1.434 -2.889 -7.900 0.250 -0.260 -0.024
C -0.575 -3.546 -7.724 -0.115 -0.506 0.343
C -0.737 -4.811 -7.308 0.102 0.570 -0.114
H -1.731 -5.235 -7.132 0.382 0.194 -0.081
C 0.418 4.090 1.579 0.001 -0.157 -0.302
C -1.034 2.829 3.570 -0.060 -0.258 0.084
C 1.758 2.639 3.506 0.075 -0.244 0.053
C -3.324 -0.151 -0.749 0.194 -0.075 0.120
C -3.977 0.715 1.888 0.339 -0.010 0.450
C -3.187 2.610 -0.134 0.111 0.147 0.221
C 3.041 -1.050 -0.751 -0.127 -0.149 0.235
C 3.903 -0.374 1.885 -0.300 -0.002 0.362
C 3.676 1.626 -0.141 -0.130 0.268 0.263
H 0.418 -3.140 -7.945 -0.273 -0.199 -0.003
H 0.117 -5.480 -7.159 -0.326 0.272 -0.098
H 0.436 4.858 2.364 -0.017 -0.146 -0.266
H -0.451 4.257 0.930 0.189 0.087 0.084
H 1.337 4.167 0.985 -0.207 0.069 0.072
H -0.702 3.660 4.208 -0.194 -0.200 -0.121
H -1.249 1.955 4.199 -0.054 0.249 -0.070
H -1.947 3.130 3.040 0.169 -0.093 0.139
H 1.649 3.599 4.032 0.113 -0.298 -0.118
H 2.698 2.654 2.936 -0.226 -0.031 0.192
H 1.790 1.828 4.247 0.089 0.230 -0.178
H -4.419 -0.176 -0.703 0.194 -0.073 -0.159
H -2.942 -1.171 -0.592 -0.178 0.126 -0.046
H -3.007 0.195 -1.742 -0.113 -0.038 0.202
H -4.860 1.339 1.695 0.197 -0.204 0.046
H -3.531 0.986 2.856 -0.343 -0.075 -0.203
H -4.263 -0.344 1.911 0.080 0.280 0.038
H -4.279 2.665 -0.230 0.281 0.104 -0.096
H -2.709 2.725 -1.117 -0.202 0.043 0.212
H -2.838 3.415 0.527 -0.176 -0.113 -0.217
H 4.112 -1.281 -0.782 -0.191 0.010 -0.134
H 2.721 -0.673 -1.732 0.090 -0.060 0.207
H 2.488 -1.974 -0.531 0.152 0.120 -0.103
H 4.927 -0.418 1.485 -0.301 0.008 0.087
H 3.601 -1.374 2.227 0.145 0.261 -0.048
H 3.869 0.321 2.737 0.090 -0.247 -0.221
H 4.753 1.409 -0.132 -0.260 0.120 -0.122
H 3.485 2.527 0.456 0.165 -0.138 -0.173
H 3.334 1.810 -1.168 0.154 -0.023 0.197
C 0.156 0.736 -3.084 0.020 0.923 1.243
C -0.287 -0.608 -3.042 -0.507 -1.715 -0.447
C -0.296 -1.383 -4.204 -0.391 -0.254 1.865
C 0.086 -0.835 -5.438 0.129 0.145 -0.174
C 0.519 0.502 -5.496 0.266 1.150 0.597
C 0.563 1.263 -4.333 0.363 0.445 -1.959
Se 0.228 1.875 -1.581 0.052 -0.413 -1.999
H -0.213 -1.861 -0.174 -0.270 -1.843 -1.114
H -0.633 -1.051 -2.098 0.182 -0.036 -0.408
H -0.614 -2.433 -4.155 0.103 0.531 -0.026
H 0.038 -1.457 -6.333 -0.001 0.122 0.137
H 0.813 0.948 -6.447 -0.053 -0.132 0.286
H 0.899 2.297 -4.378 -0.031 -0.176 -0.062
C -1.696 -2.666 4.358 -0.645 0.202 -0.117
P -0.675 -1.620 3.257 0.894 -1.024 0.493
C 0.638 -1.060 4.422 -0.210 0.430 0.097
C 0.329 -2.954 2.435 -0.357 0.023 -0.148
H -2.274 -2.031 5.044 0.154 -0.232 -0.132
H -1.063 -3.356 4.935 -0.107 0.298 -0.229
H -2.407 -3.249 3.755 0.193 0.157 0.204
H 0.840 -1.859 5.150 0.004 0.306 -0.199
H 0.300 -0.153 4.941 0.176 -0.282 0.084
H 1.569 -0.819 3.888 -0.188 -0.060 0.084
H 0.675 -3.673 3.190 -0.006 0.243 -0.149
H -0.289 -3.475 1.693 0.293 0.055 0.152
H 1.214 -2.536 1.927 -0.131 -0.147 0.028
```
Forces are in eV/Å.

Values from the calculation:
* E_HOMO (spin up / spin down): -15.921 / -15.922 eV
* total charge: +3
* orbital gap (spin up / spin down): 2.59 / 2.80 eV



no.,maximum force (Eh/bohr)
1,0.0464
2,0.0452
3,0.0422